[1]
Molecular formula: C9H12OS
Method: DFT, ωB97M-V with the def2-TZVPD basis set

Spin multiplicity: 1
Calculated total energy in eV: -22407.6288
Structure (SMILES): CC(C)[C@@]1(c2ccco2)CS1
Kohn-Sham gap in eV: 9.314
Energy above the lowest of the compared OMol25 structures with the same formula, charge and spin in kcal per mole: 45.00

The geometry in XYZ format:
```
23
Properties=species:S:1:pos:R:3:forces:R:3:lowdin_charge:R:1
H 1.676 0.049 -3.411 -0.160 0.262 1.288 0.135
C 1.820 0.395 -2.364 1.325 0.458 -0.628 -0.086
H 3.528 1.706 -2.210 2.062 0.477 -1.199 0.080
C -0.839 1.971 0.871 1.384 -0.604 -3.079 -0.443
H -0.297 -2.813 1.324 -0.826 -1.584 0.591 0.049
S 0.326 1.809 2.161 0.570 -0.848 -0.064 0.847
C 1.192 0.745 -0.306 0.669 0.853 2.359 -0.324
H -1.376 -0.726 -1.085 -0.489 0.021 0.186 0.075
H 0.986 -1.728 1.824 1.793 0.404 2.510 0.038
H 0.889 -2.127 0.196 -0.647 -0.142 0.479 0.095
C 0.290 -1.978 1.130 -1.205 2.715 -4.358 -0.019
C 2.851 1.079 -1.759 -2.359 -0.710 -0.452 -0.066
H -1.012 -0.484 2.016 -0.298 -0.714 -1.602 0.134
C -0.667 -0.711 0.940 1.226 1.739 2.453 -0.394
C 2.452 1.295 -0.437 -0.924 -0.245 1.558 -0.029
H -1.870 1.725 1.084 -0.075 0.314 0.059 0.046
H -2.672 -0.021 0.130 1.963 -1.458 -0.575 0.111
H 3.067 1.733 0.324 -0.193 0.325 0.223 0.104
C -1.792 -0.777 -0.072 -1.734 -1.524 1.270 -0.078
C 0.074 0.640 0.705 0.221 2.333 1.018 -0.516
H -0.640 2.768 0.022 -0.550 -1.587 1.980 0.125
O 0.870 0.196 -1.433 -1.609 -1.754 -3.023 0.023
H -2.183 -1.827 0.159 -0.143 1.269 -0.995 0.094
```
Forces are in eV/Å.

[2]
Molecular formula: C9H12S
Method: DFT, ωB97M-V with the def2-TZVPD basis set

Spin multiplicity: 1
Calculated total energy in eV: -20354.7115
Kohn-Sham gap (alpha / beta) in eV: 6.863 / 7.546
Energy above the lowest of the compared OMol25 structures with the same formula, charge and spin in kcal per mole: 136.85

The geometry in XYZ format:
```
22
Properties=species:S:1:pos:R:3:forces:R:3:lowdin_charge:R:1
H 0.688 -1.911 0.796 -0.356 0.523 -0.382 0.119
H -1.486 2.257 -1.152 -0.745 -2.560 -0.075 0.121
H -2.372 0.793 -2.042 0.295 0.721 0.180 0.074
C -2.241 0.926 1.101 0.014 -0.755 -0.161 0.043
S 3.073 -1.368 -0.690 -0.796 -0.064 -0.548 0.719
C 1.613 0.780 1.701 -4.869 2.057 1.320 -0.045
C 0.407 -1.099 0.083 -1.759 0.771 1.506 -0.280
C 1.324 -1.162 -1.094 0.986 1.680 0.651 -0.441
C -1.736 0.195 -0.077 0.452 3.182 -0.049 -0.410
H -1.329 -1.370 -1.289 -0.185 -1.035 -2.808 0.060
H 1.569 1.751 2.217 -0.250 -0.263 -0.378 0.102
C -0.856 0.983 1.044 -1.019 -2.355 0.050 -0.084
H 2.230 0.813 0.944 3.805 0.490 -3.808 -0.012
C -1.168 -1.162 -0.306 0.431 -1.918 4.697 -0.104
H -0.549 0.841 -1.884 -2.184 0.391 1.213 0.098
H 1.108 -0.367 -1.815 0.272 -0.596 -0.306 0.040
H 3.705 -1.134 -1.883 -0.735 -0.056 0.482 -0.129
H -3.001 0.753 1.874 0.694 0.238 -0.257 0.097
C -1.582 1.089 -1.320 1.928 0.561 -1.736 -0.067
H -1.658 -2.042 0.347 0.938 2.055 -1.413 0.161
C 0.309 0.326 1.080 1.805 -0.387 -0.620 -0.103
H 1.952 0.108 2.364 1.276 -2.680 2.443 0.042
```
Forces are in eV/Å.

Number 1: strongest force on any atom 0.103 hartree/bohr. Number 2: strongest force on any atom 0.106 hartree/bohr.